# C6H9N

The molecule C6H9N (the ωB97M-V functional and the def2-TZVPD basis, the Open Molecules 2025 dataset).

Properties
**Structure (SMILES)**: C[C@]12C[C@H]1[C@H]1N[C@H]12
**HOMO energy**: -8.6203 eV
**DFT total energy**: -7854.5342 eV
**Max |F|**: 0.73 eV Å⁻¹

Each line ends with the natural charge from an NBO analysis.
Cartesian coordinates (Å):
C1 0.92 1.66 0.42  -0.600
C2 0.12 0.46 0.06  -0.070
C3 -1.34 0.33 0.26  -0.429
C4 -0.37 -0.70 0.88  -0.241
C5 0.21 -1.71 -0.15  -0.087
N1 -0.38 -1.54 -1.44  -0.565
C6 0.62 -0.58 -1.01  -0.078
H1 1.98 1.42 0.56  0.211
H2 0.54 2.12 1.35  0.215
H3 0.84 2.41 -0.38  0.213
H4 -1.82 0.97 1.00  0.230
H5 -1.97 0.27 -0.63  0.206
H6 -0.22 -0.82 1.95  0.226
H7 0.71 -2.65 0.10  0.212
H8 -1.33 -1.20 -1.34  0.349
H9 1.50 -0.43 -1.62  0.209